Entry 1:
A 2-piece molecular cluster, C10H17NO6P2S overall in a non-equilibrium geometry, computed with wB97M-V/def2-TZVPD.

## Properties
LUMO energy (hartree): 0.1416
Electronic energy (eV): -53829.9998
ΔE to the lowest compared entry with this formula, charge and spin (kcal/mol): 0.0
Total charge: -2
F_max (Eh/bohr): 0.0449
Orbital gap (eV): 3.288

Positions of all 37 atoms, in Å:
1 C -0.20 2.45 2.19
2 P -1.43 1.63 1.08
3 C -2.49 3.08 0.60
4 P -0.51 1.00 -0.93
5 O -0.08 0.60 -2.58
6 C 0.69 2.41 -1.05
7 C 2.09 1.98 -0.61
8 C 3.24 2.67 -1.21
9 O 2.86 1.26 -1.51
10 C -0.05 -0.63 -0.30
11 C 0.60 -0.78 0.91
12 C 0.92 -2.05 1.36
13 C 0.58 -3.14 0.56
14 N -0.03 -2.99 -0.60
15 C -0.35 -1.79 -1.02
16 H -0.71 3.27 2.71
17 H 0.67 2.89 1.70
18 H 0.14 1.76 2.96
19 H -3.36 3.09 1.25
20 H -2.81 2.99 -0.44
21 H -1.96 4.03 0.71
22 H -1.83 1.19 -1.40
23 H -0.85 0.31 -3.08
24 H 0.79 2.68 -2.10
25 H 0.39 3.24 -0.41
26 H 2.20 1.71 0.44
27 H 3.14 3.19 -2.15
28 H 4.23 2.62 -0.76
29 H 0.85 0.07 1.54
30 H 1.40 -2.17 2.32
31 H 0.76 -4.17 0.87
32 H -0.89 -1.73 -1.95
33 O -2.48 -7.14 0.84
34 S -1.61 -6.14 0.17
35 O -0.64 -5.58 1.17
36 O -2.45 -5.02 -0.36
37 O -0.85 -6.78 -0.94



Entry 2:
C10H17NP2 in the gas phase in a non-equilibrium geometry, computed with wB97M-V/def2-TZVPD.

## Properties
LUMO energy (hartree): 0.0325
Electronic energy (eV): -30711.3865
ΔE to the lowest compared entry with this formula, charge and spin (kcal/mol): 4.0
Structure (SMILES): CP(C)N(c1ccccc1)P(C)C
F_max (Eh/bohr): 0.0765
Orbital gap (eV): 8.406

Positions of all 30 atoms, in Å:
1 C -3.00 0.35 -0.09
2 P -1.67 1.53 0.44
3 C -1.35 1.28 2.24
4 N -0.26 0.66 -0.13
5 C -0.22 -0.61 -0.69
6 C 0.40 -0.91 -1.89
7 C 0.70 -2.23 -2.24
8 C 0.41 -3.26 -1.33
9 C -0.20 -2.95 -0.07
10 C -0.51 -1.70 0.20
11 P 1.34 1.80 -0.88
12 C 1.41 2.98 0.56
13 C 2.54 0.58 -0.14
14 H -3.87 0.81 -0.54
15 H -3.37 -0.20 0.80
16 H -2.57 -0.29 -0.84
17 H -1.04 0.31 2.70
18 H -2.18 1.56 2.90
19 H -0.41 1.99 2.24
20 H 0.71 -0.29 -2.70
21 H 1.18 -2.47 -3.15
22 H 0.62 -4.30 -1.46
23 H -0.39 -3.79 0.70
24 H -0.82 -1.42 1.16
25 H 1.86 2.48 1.41
26 H 0.33 3.17 0.60
27 H 2.05 3.80 0.30
28 H 2.91 -0.14 -0.84
29 H 1.88 0.13 0.55
30 H 3.50 1.11 0.20



Entry 3:
C10H17O11Zn as an isolated structure in a non-equilibrium geometry, computed with wB97M-V/def2-TZVPD.

## Properties
LUMO energy (hartree): 0.2561
Electronic energy (eV): -81586.1228
ΔE to the lowest compared entry with this formula, charge and spin (kcal/mol): 43.4
Total charge: -3
F_max (Eh/bohr): 0.0701
Orbital gap (eV): 6.070

Positions of all 39 atoms, in Å:
1 Zn -0.54 -0.34 -0.09
2 C 2.02 -3.63 0.80
3 C 0.54 -3.30 0.95
4 O -0.21 -3.98 1.65
5 O 0.17 -2.33 0.27
6 H 2.38 -4.41 1.47
7 H 2.67 -2.81 1.11
8 H 2.33 -3.90 -0.21
9 C -1.23 3.37 -2.02
10 C -1.73 2.63 -0.77
11 O -1.04 1.69 -0.36
12 O -2.91 2.83 -0.40
13 H -1.91 4.18 -2.28
14 H -0.98 2.60 -2.74
15 H -0.31 3.86 -1.68
16 C 2.98 1.87 0.69
17 C 2.74 0.53 -0.08
18 O 3.66 -0.21 -0.40
19 O 1.56 0.24 -0.41
20 H 2.50 2.74 0.26
21 H 4.06 2.05 0.61
22 H 2.73 1.54 1.70
23 C 0.86 0.20 3.98
24 C -0.05 -0.60 3.15
25 O -0.32 -1.76 3.49
26 O -0.40 -0.12 2.03
27 H 1.66 -0.42 4.38
28 H 0.34 0.54 4.87
29 H 1.33 1.07 3.52
30 C -2.66 -0.22 -3.56
31 C -1.19 -0.18 -3.23
32 O -0.74 -0.68 -2.18
33 O -0.39 0.16 -4.14
34 H -2.90 -0.53 -4.57
35 H -3.12 0.69 -3.16
36 H -3.00 -1.08 -2.99
37 O -2.59 -0.69 0.01
38 H -3.40 -0.37 -0.40
39 H -2.89 -1.23 0.74



Number 3 is which compound?
C10H17O11Zn